Computed, not measured: a molecular structure, C25H43Br9N4O6 at a distorted geometry, with wB97M-V/def2-TZVPD.

Each line ends with the Mulliken charge.
Element x y z (Å)
C -0.960 -0.987 3.759  -0.74
C -1.252 -0.944 5.268  -0.74
C -0.082 -0.719 6.181  0.04
C 0.381 0.688 6.225  0.30
N 0.734 1.768 6.077  -0.49
H -0.431 -0.129 3.384  0.18
H -1.892 -0.882 3.264  0.41
H -0.428 -1.933 3.510  0.19
H -1.715 -1.976 5.562  0.29
H -2.060 -0.181 5.531  0.35
H 0.770 -1.359 5.835  -0.12
H -0.387 -1.054 7.204  0.32
C 1.333 -0.416 0.099  0.07
C 0.727 0.638 -0.861  -0.34
C -0.576 0.180 -1.622  0.59
C -1.881 0.321 -0.900  -0.19
N -2.792 0.241 -0.197  -0.70
H 2.380 -0.318 0.306  0.53
H 1.241 -1.377 -0.464  -0.25
H 0.800 -0.515 1.073  -0.37
H 1.456 0.953 -1.618  0.15
H 0.609 1.599 -0.420  0.29
H -0.601 -0.897 -1.958  -0.14
H -0.709 0.789 -2.523  0.40
C -6.012 -0.528 -4.979  -1.06
C -5.906 1.019 -5.011  -0.25
C -4.683 1.482 -5.815  -0.50
C -3.446 1.008 -5.160  0.05
N -2.558 0.609 -4.611  -0.22
H -5.822 -0.945 -5.977  0.30
H -6.940 -0.906 -4.608  0.34
H -5.242 -1.072 -4.391  0.26
H -5.795 1.492 -3.995  0.26
H -6.785 1.499 -5.549  0.27
H -4.609 2.540 -5.881  0.29
H -4.644 1.042 -6.853  0.30
C 2.345 1.875 2.696  -0.61
C 3.609 2.459 2.113  -0.32
C 3.782 3.984 2.252  -0.45
C 2.521 4.532 1.781  0.21
N 1.487 4.690 1.274  -0.47
H 2.013 2.172 3.683  0.64
H 2.329 0.780 2.825  -0.27
H 1.486 2.146 2.122  0.30
H 3.630 2.338 1.029  0.00
H 4.535 1.987 2.480  0.37
H 4.607 4.233 1.517  0.27
H 3.944 4.287 3.271  0.35
C 2.137 -3.733 1.588  -0.34
O 2.335 -3.584 3.000  -0.40
C 2.807 -2.375 3.339  0.88
O 3.148 -1.541 2.595  -0.48
O 2.986 -2.402 4.659  -0.41
C 3.507 -1.197 5.245  -0.58
H 2.022 -4.760 1.425  0.35
H 2.942 -3.261 1.028  0.31
H 1.270 -3.129 1.288  -0.08
H 4.539 -1.392 5.531  0.29
H 2.940 -1.120 6.138  0.29
H 3.401 -0.329 4.598  0.21
C -0.591 -5.479 -3.038  -0.79
O -1.361 -4.395 -2.499  -0.30
C -1.068 -4.110 -1.256  0.85
O -0.305 -4.692 -0.490  -0.57
O -1.858 -3.019 -0.911  -0.32
C -1.967 -2.837 0.512  -0.94
H 0.405 -5.599 -2.661  0.33
H -0.522 -5.320 -4.116  0.26
H -1.080 -6.397 -3.045  0.36
H -2.164 -3.797 0.889  0.58
H -2.750 -2.120 0.572  0.33
H -1.059 -2.372 0.914  0.18
C -2.658 4.171 -2.135  -0.07
Br -4.125 5.326 -1.852  -0.02
Br -1.321 4.339 -0.767  0.02
Br -1.895 4.340 -3.948  -0.09
H -2.996 3.163 -2.113  0.14
C 3.024 5.740 -1.872  -0.32
Br 1.410 5.940 -2.868  0.05
Br 4.496 6.823 -2.524  -0.05
Br 3.614 3.837 -1.701  -0.04
H 2.943 6.131 -0.893  0.32
C 1.739 -1.320 -4.255  -0.09
Br 0.398 -1.659 -5.455  0.05
Br 3.481 -1.072 -5.213  -0.09
Br 2.091 -2.646 -2.849  0.01
H 1.575 -0.372 -3.788  0.09

Properties
- Frontier orbital gap: 9.9654 eV
- LUMO: -0.0021 Eh
- ΔE to the lowest compared entry with this formula, charge and spin: 0.0 kcal per mole

***

Computed, not measured: a molecular structure, C35H49ClN4O7PRhS2Sb at a distorted geometry, with wB97M-V/def2-TZVPD.

Each line ends with the Mulliken charge.
Element x y z (Å)
Rh -0.886 -0.956 0.542  0.61
N 0.749 -0.617 3.730  -0.13
C -0.581 -0.624 3.803  -0.41
N -1.368 -0.796 2.778  1.87
C -2.696 -0.805 3.136  -1.32
C -2.928 -0.618 4.463  -0.38
S -1.442 -0.439 5.327  -0.23
C -3.664 -1.016 2.082  -1.34
C -5.018 -1.098 2.184  -0.21
S -5.729 -1.420 0.640  -0.26
C -4.115 -1.444 -0.053  -0.88
N -3.174 -1.192 0.811  2.28
N -3.879 -1.789 -1.320  -0.20
H 1.141 -0.582 2.788  -0.25
H 1.308 -0.370 4.525  0.24
H -3.864 -0.586 4.980  0.51
H -5.634 -1.013 3.055  0.54
H -4.621 -1.820 -1.996  0.26
H -2.916 -1.683 -1.624  -0.05
C 3.505 -0.494 -4.404  -1.35
C 2.959 0.848 -4.044  0.97
C 3.764 1.969 -3.999  -0.92
C 3.230 3.211 -3.673  0.20
Cl 4.257 4.595 -3.615  -0.25
C 1.878 3.346 -3.400  -0.79
C 1.063 2.231 -3.442  0.35
C 1.586 0.982 -3.761  0.40
O 0.857 -0.161 -3.841  -0.41
C -0.543 -0.101 -3.846  -1.42
C -1.191 -0.024 -2.422  0.60
O -1.826 0.996 -2.137  -0.63
O -1.078 -1.053 -1.716  -0.14
H 4.570 -0.440 -4.608  0.41
H 2.992 -0.880 -5.283  0.31
H 3.330 -1.196 -3.591  0.23
H 4.814 1.882 -4.231  0.41
H 1.462 4.313 -3.160  0.52
H 0.020 2.330 -3.196  -0.36
H -0.862 -1.046 -4.295  0.43
H -0.916 0.733 -4.449  0.43
C 1.876 -3.501 1.906  -1.06
C 0.500 -4.145 1.785  -0.87
P -0.502 -3.373 0.434  1.12
C -2.108 -4.299 0.502  -0.46
C -2.088 -5.759 0.942  -1.57
C 0.323 -3.890 -1.144  -0.30
C 0.136 -5.332 -1.604  -1.49
H 2.376 -3.816 2.821  0.47
H 1.778 -2.418 1.917  -0.13
H 2.507 -3.777 1.066  0.39
H -0.065 -3.998 2.710  0.49
H 0.594 -5.218 1.606  0.54
H -2.552 -4.204 -0.491  0.41
H -2.740 -3.739 1.195  0.14
H -1.435 -6.371 0.328  0.29
H -3.096 -6.162 0.857  0.45
H -1.776 -5.856 1.979  0.33
H 1.385 -3.670 -1.011  0.42
H -0.051 -3.208 -1.910  0.16
H 0.501 -6.044 -0.865  0.32
H 0.698 -5.490 -2.525  0.45
H -0.908 -5.548 -1.821  0.33
O 0.735 1.713 0.327  -0.23
C 1.550 0.826 0.645  -0.06
O 1.239 -0.356 0.964  0.29
C 2.997 1.190 0.734  0.35
C 3.359 2.532 0.694  -0.37
C 4.679 2.936 0.853  -1.09
C 5.619 1.946 1.030  0.85
O 6.961 2.058 1.203  -0.48
C 7.452 0.742 1.363  -0.27
O 6.373 -0.166 1.267  -0.51
C 5.256 0.591 1.066  0.86
C 3.954 0.186 0.930  -1.22
H 2.581 3.263 0.545  0.49
H 4.962 3.974 0.848  0.48
H 7.932 0.643 2.349  0.26
H 8.188 0.520 0.576  0.25
H 3.668 -0.852 0.961  0.49
C -2.010 4.165 -1.954  -1.17
C -1.352 3.923 -0.611  -0.34
Sb -1.859 2.019 0.336  0.84
C -1.602 2.539 2.497  -0.11
C -1.704 4.013 2.819  -1.47
C -4.088 2.053 0.124  -0.03
C -4.719 3.385 0.452  -1.33
H -1.818 5.187 -2.282  0.43
H -3.087 4.022 -1.909  0.29
H -1.625 3.485 -2.705  0.12
H -1.661 4.679 0.107  0.61
H -0.268 3.943 -0.697  0.15
H -0.627 2.152 2.787  0.23
H -2.374 1.971 3.015  0.26
H -0.900 4.578 2.353  0.34
H -1.626 4.153 3.898  0.43
H -2.659 4.430 2.505  0.22
H -4.462 1.284 0.793  -0.06
H -4.279 1.758 -0.905  0.43
H -4.621 3.621 1.508  0.27
H -5.784 3.342 0.220  0.41
H -4.288 4.195 -0.129  0.30

Properties
- Frontier orbital gap (alpha / beta): 6.0087 / 6.0127 eV
- LUMO (alpha / beta): -0.1401 / -0.1399 Eh
- Charge: +1

***

no.,E (a.u.)
1,-24814.8659
2,-4057.3744